No. 1
Formula: C32H54BFeN9S8
Source: the Open Molecules 2025 dataset
Level of theory: ωB97M-V with the def2-TZVPD basis set

As for the HOMO energy (spin up / spin down): -0.1759 / -0.1843 Eh. Its LUMO energy (spin up / spin down) is 2.26 / 1.02 eV. The calculation puts the HOMO-LUMO gap (spin up / spin down) at 0.2588 / 0.2216 Ha. The value obtained for the energy relative to the best compared isomer or geometry (same formula, charge and spin) is 28.2 kJ/mol.

ORCA input file:
```
! RIJCOSX wB97M-V def2-TZVPD def2/J DEFGRID3
* xyz -1 6
Fe 0.0907 -0.9982 -1.0259
C -3.0080 -5.4307 -3.7958
C -1.8127 -4.8460 -3.0446
C -0.7618 -5.9415 -2.8725
C -1.2747 -3.6550 -3.8405
N -2.2650 -4.3898 -1.6961
C -3.5548 -4.5091 -1.2081
C -3.5538 -4.0085 0.0408
N -2.2792 -3.5771 0.3300
B -2.0114 -2.9394 1.7278
N -2.6390 -1.5334 1.8337
C -3.1723 -1.1439 3.0410
C -3.6108 0.1171 2.9124
N -3.3572 0.5159 1.6093
C -2.7303 -0.5056 0.9652
S -2.2214 -0.5157 -0.6771
C -3.7376 1.9048 1.1906
C -5.2053 2.1151 1.5841
C -2.8275 2.8654 1.9549
C -3.6194 2.1677 -0.3064
N -0.5384 -3.0267 2.1707
C -0.0335 -4.2798 2.4476
C 1.2173 -4.1352 2.8998
N 1.5003 -2.7748 2.9230
C 0.4138 -2.0907 2.4368
S 0.2590 -0.4245 2.1433
C 2.8096 -2.3355 3.4897
C 2.8778 -2.8522 4.9321
C 3.9157 -2.9612 2.6322
C 3.0176 -0.8267 3.5389
C -1.4982 -3.8047 -0.7405
S 0.1751 -3.4260 -0.8716
H -2.6525 -5.7693 -4.7681
H -3.7813 -4.6809 -3.9681
H -3.4403 -6.2905 -3.2811
H -0.4271 -6.2690 -3.8585
H -1.1848 -6.8007 -2.3470
H 0.1004 -5.5736 -2.3211
H -1.1713 -3.9450 -4.8879
H -0.3070 -3.3196 -3.4751
H -1.9674 -2.8119 -3.7914
H -4.3583 -4.9271 -1.7798
H -4.3532 -3.9085 0.7528
H -2.6444 -3.6222 2.5066
H -3.1722 -1.8028 3.8900
H -4.0636 0.7675 3.6346
H -5.3635 2.1014 2.6621
H -5.8368 1.3510 1.1278
H -5.5272 3.0899 1.2179
H -2.9541 2.7610 3.0344
H -3.0667 3.8936 1.6783
H -1.7836 2.6761 1.7065
H -4.1987 1.4567 -0.8934
H -2.5907 2.1491 -0.6533
H -4.0197 3.1693 -0.4780
H -0.6153 -5.1692 2.2815
H 1.9315 -4.8763 3.2032
H 2.7420 -3.9315 4.9938
H 2.1088 -2.3722 5.5392
H 3.8540 -2.6101 5.3555
H 3.9869 -4.0407 2.7759
H 4.8777 -2.5239 2.9025
H 3.7301 -2.7596 1.5764
H 2.2679 -0.3306 4.1514
H 3.0016 -0.3783 2.5517
H 4.0035 -0.6660 3.9821
S 4.2246 0.6715 -2.5165
C 3.3812 -0.5390 -1.7756
S 3.3152 -2.1780 -2.1475
S 2.3664 -0.4211 -0.3581
C 2.2837 5.7503 -3.5032
C 1.0390 5.3618 -4.2994
C -0.0348 4.6295 -3.4933
C 0.2594 3.1640 -3.1902
N 1.3761 2.9677 -2.2793
C 1.2941 3.0985 -0.9446
S -0.1567 3.4591 -0.1701
N 2.4643 2.9130 -0.2892
C 2.5794 2.8295 1.1529
C 3.9025 3.4251 1.6174
C 4.0433 4.9142 1.3087
C 3.0201 5.7791 2.0374
H 2.9426 6.3908 -4.0940
H 2.8568 4.8794 -3.1883
H 2.0052 6.2960 -2.5982
H 1.3278 4.7481 -5.1600
H 0.5965 6.2728 -4.7143
H -0.9773 4.6533 -4.0485
H -0.2158 5.1521 -2.5501
H 0.5122 2.6322 -4.1080
H -0.6282 2.6845 -2.7753
H 2.1940 2.4880 -2.6364
H 3.1805 2.4208 -0.8176
H 2.4886 1.7902 1.4842
H 1.7324 3.3641 1.5764
H 4.7295 2.8750 1.1556
H 3.9861 3.2606 2.6973
H 3.9358 5.0621 0.2309
H 5.0553 5.2385 1.5680
H 2.0054 5.5626 1.6992
H 3.2050 6.8408 1.8634
H 3.0572 5.6054 3.1165
S 0.3878 -0.4631 -3.3355
C -1.1793 -0.2607 -3.9151
N -2.2449 -0.1091 -4.3453
*
```

No. 2
Formula: C32H54I2O17S
Source: the Open Molecules 2025 dataset
Level of theory: ωB97M-V with the def2-TZVPD basis set

As for the HOMO energy: -0.3048 Eh. Its LUMO energy is -0.88 eV. The calculation puts the HOMO-LUMO gap at 0.2726 Ha.

ORCA input file:
```
! RIJCOSX wB97M-V def2-TZVPD def2/J DEFGRID3
* xyz 0 1
C 5.3467 2.9124 -1.4838
C 4.9053 3.3691 -3.0234
C 6.1710 3.6966 -4.0474
C 5.9246 4.1611 -5.6108
C 4.3472 4.2743 -6.1057
C 3.0757 3.9476 -5.0722
C 3.3039 3.4831 -3.4834
C 2.0683 3.1959 -2.4243
C 1.4288 1.6893 -2.5209
O 1.7530 1.1462 -1.1598
S 0.2710 1.2511 -0.2813
O -0.0483 2.6565 0.2819
O 0.0619 0.3302 0.9467
O -0.7054 0.7294 -1.5875
C -0.1844 1.4919 -2.7706
C -1.1782 2.8078 -2.7472
C -1.4445 3.4874 -4.2155
C -2.8345 4.4026 -4.0524
O -0.3664 4.4484 -4.5117
C -0.3659 0.3659 -3.9617
I 0.6804 0.9147 -5.8454
C -1.9241 -0.1091 -4.2095
C -2.1766 -1.7245 -3.8573
I -2.2569 0.0278 -6.4124
H 5.2031 3.8279 -0.7689
H 4.6449 1.9888 -1.2250
H 6.4658 2.4991 -1.5048
H 7.3052 3.6424 -3.6880
H 6.8101 4.4276 -6.3438
H 4.1837 4.6394 -7.2298
H 2.0081 4.0680 -5.5369
H 1.3004 4.0724 -2.5384
H 2.5458 3.3236 -1.3381
H 2.1921 1.0477 -3.1767
H -2.2267 2.4808 -2.2912
H -0.7894 3.6729 -2.0223
H -1.6732 2.7306 -5.0787
H -2.7186 5.0361 -3.0755
H -2.8274 5.1746 -4.9623
H -3.7823 3.7173 -4.0912
H -0.6749 5.3388 -4.1710
H 0.2083 -0.6052 -3.5739
H -2.6877 0.5867 -3.6349
H -1.2275 -2.2457 -3.4058
H -3.1221 -1.8900 -3.1657
H -2.4221 -2.3213 -4.8617
C -1.5798 -0.4628 3.1289
C -2.4966 -1.6588 3.3200
O -1.7466 -2.8255 3.6794
C -1.3323 -2.8847 4.9675
O -1.5474 -2.0468 5.8313
O -0.6103 -4.0215 5.1286
C -0.0276 -4.1551 6.4227
H -0.7860 -0.6967 2.4123
H -2.1420 0.4028 2.7682
H -1.0882 -0.1854 4.0665
H -2.9999 -1.8833 2.3735
H -3.2789 -1.4562 4.0603
H -0.7795 -4.0513 7.2117
H 0.7693 -3.4154 6.5482
H 0.4119 -5.1539 6.4964
C -3.1322 -6.6967 6.6263
C -2.4613 -7.9279 7.2108
O -2.0411 -7.6892 8.5596
C -3.0192 -7.7267 9.4957
O -4.2033 -7.9501 9.2899
O -2.4639 -7.4438 10.7004
C -3.4097 -7.3515 11.7630
H -2.4814 -5.8217 6.7215
H -3.3713 -6.8500 5.5705
H -4.0599 -6.4604 7.1567
H -1.5597 -8.1569 6.6327
H -3.1111 -8.8087 7.1561
H -4.0359 -8.2478 11.8191
H -4.0261 -6.4566 11.6334
H -2.8576 -7.2590 12.7026
C 2.2513 -2.3772 -4.2841
C 2.3640 -3.5264 -3.2971
O 2.0256 -4.7710 -3.9211
C 2.9797 -5.3077 -4.7186
O 4.0841 -4.8319 -4.9387
O 2.4882 -6.4516 -5.2566
C 3.3621 -7.0660 -6.2005
H 1.2607 -2.3651 -4.7497
H 2.4224 -1.4195 -3.7850
H 2.9807 -2.4763 -5.0940
H 1.6483 -3.3744 -2.4821
H 3.3609 -3.5767 -2.8448
H 4.3584 -7.2271 -5.7761
H 3.4214 -6.4520 -7.1045
H 2.9420 -8.0393 -6.4696
C -2.5380 9.0810 2.2210
C -2.5363 8.3298 0.9006
O -1.2957 7.6399 0.7066
C -1.1456 6.4911 1.4080
O -1.9665 6.0014 2.1700
O 0.0867 5.9905 1.1426
C 0.4115 4.8278 1.9007
H -1.6677 9.7415 2.2893
H -3.4479 9.6781 2.3262
H -2.4802 8.3924 3.0697
H -2.6343 9.0457 0.0775
H -3.3822 7.6369 0.8269
H -0.3577 4.0556 1.7966
H 0.5486 5.0977 2.9524
H 1.3549 4.4262 1.5202
*
```

No. 3
Formula: C32H54N3OP2SSn
Source: the Open Molecules 2025 dataset
Level of theory: ωB97M-V with the def2-TZVPD basis set

As for the HOMO energy: -0.2713 Eh. Its LUMO energy is -2.23 eV. The calculation puts the HOMO-LUMO gap at 0.1893 Ha. The value obtained for the energy relative to the best compared isomer or geometry (same formula, charge and spin) is 0.0 kJ/mol.

ORCA input file:
```
! RIJCOSX wB97M-V def2-TZVPD def2/J DEFGRID3
* xyz 1 1
C -2.2169 0.9479 -2.1232
C -2.6353 -1.2654 -1.3246
C -3.4189 0.9606 -2.8300
C -3.9175 -1.2262 -1.9508
C -4.2968 -0.1269 -2.7147
H -3.6632 1.8308 -3.4405
H -4.5735 -2.0778 -1.8135
H -5.2488 -0.1046 -3.2283
N -1.8268 -0.1465 -1.4439
P -0.4148 2.5097 -0.5132
P -0.4550 -2.5320 -0.0744
C -1.2649 2.1509 -2.1197
H -0.4936 1.9914 -2.8887
H -1.8030 3.0640 -2.4088
C -2.1428 -2.3762 -0.5983
H -2.8170 -3.2172 -0.4351
C 0.4336 -3.4385 -1.5143
C -0.3420 -3.5298 1.5496
C 1.1425 3.6078 -0.8195
C -1.7611 3.3631 0.4938
C 1.9524 -3.2402 -1.3816
H 2.3673 -3.7647 -0.5100
H 2.4434 -3.6556 -2.2778
H 2.2132 -2.1779 -1.3114
C 0.0905 -4.9378 -1.4996
H 0.5256 -5.4778 -0.6463
H -0.9954 -5.1083 -1.5231
H 0.5136 -5.3920 -2.4117
C -0.0504 -2.8444 -2.8430
H 0.5362 -3.2775 -3.6669
H -1.1035 -3.0871 -3.0253
H 0.0720 -1.7594 -2.8667
C 1.1118 -3.9829 1.7936
H 1.8083 -3.1286 1.7883
H 1.1638 -4.4458 2.7934
H 1.4542 -4.7391 1.0743
C -0.7597 -2.6625 2.7480
H -0.0681 -1.8274 2.9259
H -1.7826 -2.2818 2.6546
H -0.7306 -3.3063 3.6452
C -1.3118 -4.7159 1.4691
H -1.0794 -5.4129 0.6565
H -1.2377 -5.2743 2.4145
H -2.3477 -4.3716 1.3610
C -1.2012 3.5352 1.9193
H -1.9688 4.0372 2.5298
H -0.9872 2.5614 2.3831
H -0.2876 4.1490 1.9442
C -3.0249 2.4780 0.5271
H -3.5601 2.5004 -0.4326
H -2.8043 1.4292 0.7746
H -3.6899 2.8661 1.3157
C -2.1504 4.7254 -0.1099
H -3.0980 5.0376 0.3562
H -1.4168 5.5105 0.1085
H -2.3169 4.6756 -1.1953
C 1.4921 3.5246 -2.3090
H 0.7225 3.9852 -2.9448
H 2.4362 4.0639 -2.4860
H 1.6430 2.4841 -2.6199
C 2.3138 3.0351 -0.0073
H 2.5577 2.0140 -0.3195
H 3.2012 3.6650 -0.1809
H 2.1165 3.0263 1.0738
C 0.9534 5.0847 -0.4333
H 0.2025 5.5859 -1.0602
H 0.7088 5.2267 0.6294
H 1.9108 5.6047 -0.6100
Sn -0.1702 0.0179 0.1014
C -1.4900 0.3708 2.1417
O -1.9462 0.3034 3.1953
N 1.2933 0.0985 -1.8274
C 2.0041 0.0383 -2.7603
C 2.9364 -0.0310 -3.9257
C 2.3978 -1.0735 -4.9084
C 2.9728 1.3450 -4.5930
C 4.3267 -0.4135 -3.4098
H 2.3863 -2.0713 -4.4476
H 1.3734 -0.8098 -5.2072
H 3.0030 -1.1362 -5.8225
H 3.3979 2.0884 -3.9081
H 3.5809 1.3491 -5.5043
H 1.9572 1.6551 -4.8726
H 5.0705 -0.4541 -4.2166
H 4.6725 0.3308 -2.6784
H 4.3011 -1.4004 -2.9260
S 3.2797 0.4700 3.4103
C 4.0878 -0.0978 1.9585
C 3.1865 -0.3150 0.9520
N 1.8688 -0.0452 1.3346
C 1.7791 0.3780 2.6187
H 5.1578 -0.2357 1.8759
H 3.4016 -0.6375 -0.0695
H 0.8494 0.6950 3.1101
*
```

No. 4
Formula: C32H55BFNO21S2
Source: the Open Molecules 2025 dataset
Level of theory: ωB97M-V with the def2-TZVPD basis set

As for the HOMO energy: -0.3146 Eh. Its LUMO energy is 0.10 eV. The calculation puts the HOMO-LUMO gap at 0.3183 Ha.

ORCA input file:
```
! RIJCOSX wB97M-V def2-TZVPD def2/J DEFGRID3
* xyz 0 1
C 0.1528 -1.0371 2.4682
C 0.7578 0.0742 1.6008
O 1.5483 -0.5208 0.5782
C 1.5117 -0.0056 -0.7562
C 0.0757 -0.1512 -1.2899
C -0.6664 -1.4135 -0.8516
C -1.9181 -1.6552 -1.7106
C -3.0971 -2.1488 -0.8780
C -4.4250 -2.1459 -1.6344
N -4.6324 -3.2128 -2.6169
C 1.9094 1.4949 -0.7997
C 3.0645 1.8893 0.1369
C 3.4874 3.3527 0.0071
F 3.5635 3.9191 1.2951
C 2.2157 1.8440 -2.2548
S 3.7303 1.0824 -2.7505
O 4.8464 1.8828 -2.3246
O 3.6498 0.7817 -4.1524
O 3.7761 -0.2105 -1.8608
C 2.5236 -0.9318 -1.5346
C 2.0314 -1.6221 -2.8085
S 3.0628 -3.0282 -3.3261
C 4.6206 -2.3524 -3.9454
C 5.8228 -2.6342 -3.0346
B 2.9386 -2.1195 -0.4919
O 4.1269 -2.0407 0.2119
O 2.0663 -3.1455 -0.3597
C 2.5174 -4.4554 -0.0219
H -0.9401 -0.9947 2.4631
H 0.4526 -2.0135 2.0868
H 0.4651 -0.9287 3.5086
H -0.0284 0.7127 1.1883
H 1.3885 0.7139 2.2228
H 0.0586 -0.0657 -2.3785
H -0.5081 0.6992 -0.9152
H -0.9892 -1.3208 0.1885
H -0.0177 -2.2882 -0.9085
H -2.2135 -0.7022 -2.1679
H -1.6813 -2.3717 -2.5037
H -2.8804 -3.1597 -0.5136
H -3.1898 -1.5026 0.0007
H -4.5569 -1.1777 -2.1296
H -5.2335 -2.2323 -0.9013
H -4.7079 -4.0940 -2.1211
H -3.8091 -3.3066 -3.2021
H 1.0421 2.0895 -0.4933
H 2.7569 1.7824 1.1736
H 3.9370 1.2530 -0.0030
H 4.4734 3.4590 -0.4375
H 2.7498 3.9536 -0.5313
H 1.4419 1.4919 -2.9358
H 2.3646 2.9114 -2.4367
H 1.0768 -2.1066 -2.6159
H 1.8984 -0.9526 -3.6611
H 4.5118 -1.2845 -4.1077
H 4.7817 -2.7894 -4.9325
H 6.6970 -2.9287 -3.6160
H 6.0578 -1.7657 -2.4175
H 5.6003 -3.4498 -2.3425
H 4.1349 -1.2480 0.7557
H 3.5872 -4.4858 0.1876
H 2.3259 -5.1161 -0.8708
H 1.9461 -4.8304 0.8227
O -3.0878 -1.3045 2.2642
C -4.1249 -0.7732 2.5093
O -4.3514 0.5530 2.3718
C -5.7619 0.7816 2.4961
C -6.2161 -0.4261 3.2948
O -5.2337 -1.4074 2.9263
H -5.9421 1.7316 2.9905
H -6.1965 0.8031 1.4948
H -6.1559 -0.2558 4.3703
H -7.2117 -0.7687 3.0367
O 1.3072 6.1678 -4.1814
C 2.3611 5.7141 -4.4856
O 2.7331 5.3928 -5.7433
C 4.1312 5.0742 -5.7447
C 4.3652 4.6798 -4.2987
O 3.3576 5.4355 -3.6113
H 4.3267 4.2754 -6.4538
H 4.6924 5.9645 -6.0322
H 4.1819 3.6227 -4.1213
H 5.3522 4.9400 -3.9280
O 1.2261 -6.9907 2.1695
C 1.0252 -6.2594 3.0810
O 0.4880 -6.6247 4.2665
C 0.6121 -5.5315 5.1812
C 0.7196 -4.3418 4.2433
O 1.3029 -4.9326 3.0777
H -0.2531 -5.4992 5.8368
H 1.5159 -5.6746 5.7755
H -0.2547 -3.9295 3.9755
H 1.3612 -3.5471 4.6133
O -9.5054 -0.6267 3.0633
C -9.7832 -0.5021 1.9135
O -9.1727 -1.1672 0.9074
C -9.9114 -0.9454 -0.3009
C -10.6213 0.3632 0.0025
O -10.7368 0.3187 1.4306
H -9.2309 -0.8956 -1.1456
H -10.6057 -1.7747 -0.4399
H -10.0236 1.2340 -0.2706
H -11.6076 0.4456 -0.4439
O 2.9778 6.9676 6.7539
C 2.9314 6.6829 5.6035
O 1.7878 6.5445 4.8890
C 2.1282 6.4275 3.5042
C 3.5538 5.9134 3.5685
O 4.0071 6.4483 4.8185
H 1.4416 5.7482 3.0074
H 2.0611 7.4144 3.0433
H 3.6013 4.8261 3.6099
H 4.1855 6.2673 2.7600
*
```

Number 1: calculated total energy -6218.95415 Ha. Number 2: calculated total energy -3523.83684 Ha. Number 3: calculated total energy -2786.12271 Ha. Number 4: calculated total energy -3808.33819 Ha.